[1]
DFT (ωB97M-V/def2-TZVPD) results for C33H35F5HgN4P2 as an isolated structure.

The geometry in XYZ format:
```
80
C33H35F5HgN4P2 (ωB97M-V/def2-TZVPD)
Hg 0.32 0.24 2.87
C -1.89 2.05 -5.57
C -1.97 0.83 -5.01
C -1.16 -0.38 -5.36
C 0.20 -0.13 -6.04
C 1.16 0.74 -5.26
C 1.24 2.07 -5.28
C 0.43 3.02 -6.13
C -0.93 2.51 -6.63
C 1.79 0.90 4.30
H -2.63 2.80 -5.28
H -2.78 0.64 -4.29
H -1.75 -1.03 -6.03
H -1.00 -0.98 -4.45
H 0.68 -1.12 -6.16
H 0.03 0.25 -7.05
H 1.90 0.17 -4.67
H 2.04 2.56 -4.71
H 1.02 3.32 -7.01
H 0.27 3.95 -5.56
H -1.41 3.35 -7.16
H -0.76 1.74 -7.40
H 1.30 1.61 4.97
H 2.69 1.35 3.86
H 2.07 0.01 4.87
P 1.95 -0.37 0.96
P -1.26 -0.63 1.02
N 2.95 0.95 0.54
N 3.05 -1.61 1.43
N -1.95 0.65 0.11
N -2.68 -1.54 1.45
C 1.08 -0.94 -0.52
C -0.31 -1.57 -0.19
C 2.72 2.27 0.98
C 3.59 3.11 0.30
C 4.38 2.30 -0.58
C 3.98 0.98 -0.42
C 3.88 -1.54 2.57
C 4.51 -2.76 2.73
C 4.06 -3.62 1.68
C 3.16 -2.91 0.91
C -2.17 1.95 0.62
C -2.60 2.76 -0.41
C -2.66 1.96 -1.60
C -2.28 0.67 -1.25
C -3.79 -1.88 0.65
C -4.56 -2.80 1.34
C -3.92 -3.04 2.60
C -2.78 -2.28 2.64
H 1.72 -1.66 -1.04
H 0.97 -0.05 -1.18
H -0.90 -1.70 -1.11
H -0.16 -2.57 0.25
H 1.97 2.46 1.73
H 3.64 4.18 0.41
H 5.14 2.66 -1.25
H 4.32 0.07 -0.88
H 3.93 -0.63 3.15
H 5.23 -3.01 3.50
H 4.38 -4.64 1.52
H 2.58 -3.20 0.05
H -1.97 2.15 1.66
H -2.83 3.81 -0.34
H -2.95 2.28 -2.59
H -2.19 -0.22 -1.85
H -3.94 -1.41 -0.31
H -5.47 -3.26 0.99
H -4.26 -3.71 3.38
H -2.01 -2.17 3.39
F 0.57 -2.42 4.80
C -0.37 -1.59 5.35
C -0.72 -0.41 4.72
C -1.75 0.33 5.26
F -2.18 1.45 4.61
C -2.40 -0.05 6.44
F -3.40 0.70 6.94
C -2.00 -1.22 7.09
F -2.61 -1.60 8.22
C -0.98 -2.00 6.55
F -0.60 -3.15 7.15
```

Summary:
ΔE to the lowest compared entry with this formula, charge and spin ... 0.00 kJ/mol
Charge ... 0
HOMO-LUMO gap ... 6.518 eV

From a Löwdin analysis of the wavefunction, the atomic charges in e read: 0.82, -0.10, -0.12, -0.19, -0.20, -0.11, -0.11, -0.19, -0.21, -0.30, 0.10, 0.09, 0.12, 0.10, 0.11, 0.09, 0.10, 0.10, 0.12, 0.11, 0.11, 0.09, -0.02, -0.05, -0.02, 0.91, 0.95, -0.25, -0.24, -0.25, -0.23, -0.35, -0.34, -0.14, -0.08, -0.09, -0.12, -0.12, -0.08, -0.09, -0.13, -0.12, -0.07, -0.07, -0.14, -0.12, -0.08, -0.08, -0.12, 0.08, 0.10, 0.08, 0.10, 0.07, 0.10, 0.09, 0.11, 0.10, 0.10, 0.09, 0.09, 0.09, 0.10, 0.08, 0.09, 0.09, 0.09, 0.10, 0.08, 0.03, -0.28, -0.20, -0.25, 0.03, -0.14, 0.09, -0.13, 0.10, -0.14, 0.10

[2]
DFT (ωB97M-V/def2-TZVPD) results for C33H35F5IrN4OP2 as an isolated structure.

The geometry in XYZ format:
```
81
C33H35F5IrN4OP2 (ωB97M-V/def2-TZVPD)
Ir 2.01 2.03 -1.76
C 3.45 3.33 -1.57
C 2.43 3.46 -0.50
C 1.44 4.61 -0.57
C 0.43 4.44 -1.75
C 0.49 3.08 -2.42
C 1.47 2.80 -3.48
C 2.54 3.79 -3.91
C 3.47 4.27 -2.77
C -1.23 -1.20 -1.07
H 4.44 3.05 -1.19
H 2.78 3.21 0.51
H 1.95 5.59 -0.61
H 0.87 4.60 0.38
H -0.58 4.49 -1.32
H 0.55 5.25 -2.49
H -0.46 2.52 -2.48
H 1.09 2.17 -4.30
H 2.12 4.65 -4.46
H 3.19 3.28 -4.64
H 4.50 4.27 -3.15
H 3.29 5.32 -2.48
H -0.37 -0.68 -1.52
H -1.72 -1.83 -1.84
H -0.87 -1.86 -0.26
P -2.37 -0.01 -0.45
P 0.54 -0.55 1.58
N -3.01 0.77 -1.81
N -3.72 -0.84 0.20
N 2.47 -0.17 1.18
N 0.88 -0.86 3.18
C -1.80 1.21 0.69
C -0.77 0.85 1.81
C -2.46 0.64 -3.09
C -3.29 1.29 -3.98
C -4.37 1.87 -3.23
C -4.18 1.54 -1.90
C -4.32 -1.93 -0.46
C -5.56 -2.16 0.11
C -5.76 -1.17 1.12
C -4.64 -0.35 1.14
C 3.07 -1.07 0.31
C 4.44 -0.82 0.19
C 4.70 0.33 0.99
C 3.48 0.71 1.56
C 1.99 -0.73 4.03
C 1.96 -1.76 4.95
C 0.80 -2.57 4.67
C 0.15 -2.00 3.62
H -2.71 1.58 1.20
H -1.45 2.04 0.06
H -0.17 1.76 1.99
H -1.30 0.55 2.72
H -1.57 0.06 -3.23
H -3.13 1.34 -5.05
H -5.18 2.45 -3.65
H -4.75 1.78 -1.01
H -3.79 -2.48 -1.22
H -6.26 -2.91 -0.20
H -6.65 -1.04 1.73
H -4.39 0.47 1.79
H 2.49 -1.85 -0.16
H 5.12 -1.40 -0.42
H 5.67 0.81 1.11
H 3.30 1.55 2.22
H 2.65 0.11 3.94
H 2.67 -1.94 5.74
H 0.48 -3.47 5.18
H -0.78 -2.24 3.13
F -0.15 -7.93 2.11
C 0.11 -6.65 1.81
C 1.40 -6.27 1.45
F 2.38 -7.19 1.41
C 1.66 -4.96 1.11
F 2.91 -4.58 0.76
C 0.62 -3.99 1.09
O 0.83 -2.77 0.76
C -0.68 -4.42 1.47
F -1.69 -3.50 1.46
C -0.93 -5.72 1.82
F -2.19 -6.10 2.11
```

Summary:
Spin multiplicity ... 6
ΔE to the lowest compared entry with this formula, charge and spin ... 129.25 kJ/mol
Charge ... +2
HOMO-LUMO gap (alpha / beta) ... 4.340 / 4.380 eV

From a Löwdin analysis of the wavefunction, the atomic charges in e read: 1.45, -0.31, -0.34, -0.17, -0.16, -0.35, -0.33, -0.18, -0.16, -0.17, 0.13, 0.10, 0.13, 0.11, 0.11, 0.13, 0.09, 0.12, 0.13, 0.12, 0.12, 0.12, 0.06, 0.09, 0.02, 0.96, 1.12, -0.20, -0.19, -0.19, -0.26, -0.28, -0.30, -0.14, -0.05, -0.04, -0.08, -0.10, -0.04, -0.05, -0.11, -0.21, -0.09, -0.09, -0.22, -0.08, -0.03, -0.05, -0.16, 0.10, 0.09, 0.09, 0.08, 0.10, 0.11, 0.12, 0.12, 0.11, 0.11, 0.12, 0.11, 0.07, 0.10, 0.10, 0.10, 0.10, 0.11, 0.11, 0.09, 0.19, -0.06, -0.09, 0.15, -0.06, 0.15, -0.22, -0.08, -0.10, 0.09, -0.10, 0.15

[3]
DFT (ωB97M-V/def2-TZVPD) results for C33H35GeN3O3ReS5 as an isolated structure.

The geometry in XYZ format:
```
81
C33H35GeN3O3ReS5 (ωB97M-V/def2-TZVPD)
Re 0.14 0.05 -0.17
O 2.37 -0.70 -0.77
S 3.80 -0.66 -1.15
C 4.70 -1.79 0.04
C 3.91 -2.12 1.30
C 3.00 -3.33 1.12
C 2.12 -3.56 2.34
S 0.48 -2.67 2.18
O 0.76 -1.66 1.14
C -0.38 -4.03 1.36
C -1.21 -4.80 2.15
C -1.86 -5.89 1.59
C -1.67 -6.18 0.25
C -0.87 -5.38 -0.54
C -0.22 -4.29 0.01
C 4.40 0.92 -0.46
C 3.85 1.40 0.71
C 4.24 2.65 1.18
C 5.13 3.41 0.45
C 5.67 2.93 -0.73
C 5.30 1.67 -1.19
H 5.65 -1.30 0.26
H 4.91 -2.70 -0.53
H 3.30 -1.26 1.58
H 4.61 -2.31 2.12
H 3.60 -4.21 0.92
H 2.36 -3.15 0.25
H 2.59 -3.18 3.24
H 1.88 -4.61 2.48
H -1.35 -4.55 3.19
H -2.52 -6.49 2.19
H -2.17 -7.04 -0.18
H -0.75 -5.59 -1.59
H 0.36 -3.63 -0.61
H 3.11 0.83 1.24
H 3.82 3.02 2.10
H 5.41 4.40 0.80
H 6.35 3.53 -1.30
H 5.70 1.29 -2.12
O 0.81 1.45 1.37
N 0.79 2.73 1.09
C 1.07 3.59 2.08
C 1.11 4.95 1.88
C 0.86 5.44 0.60
C 0.56 4.55 -0.41
C 0.51 3.18 -0.16
S 0.05 2.06 -1.39
H 1.27 3.13 3.04
H 1.33 5.60 2.70
H 0.89 6.50 0.41
H 0.37 4.87 -1.42
S -3.00 -2.78 -1.12
C -3.13 -1.48 -2.23
C -4.34 -1.07 -2.78
C -4.36 -0.04 -3.71
C -5.59 0.41 -4.24
N -6.61 0.78 -4.62
C -3.16 0.59 -4.11
C -1.95 0.21 -3.52
C -1.95 -0.81 -2.59
S -0.47 -1.47 -1.88
C -3.18 1.56 -5.13
N -3.18 2.33 -5.98
H -5.26 -1.56 -2.48
H -1.03 0.70 -3.79
C -4.76 0.77 1.54
Ge -3.09 1.51 0.73
C -2.49 3.02 1.89
C -3.56 2.25 -1.05
C -1.77 0.02 0.80
H -5.53 1.53 1.60
H -4.57 0.39 2.54
H -5.14 -0.05 0.93
H -3.34 3.62 2.20
H -1.80 3.68 1.37
H -2.00 2.65 2.79
H -4.26 3.08 -0.91
H -4.06 1.50 -1.65
H -2.69 2.61 -1.59
H -2.31 -0.88 0.47
H -1.55 -0.12 1.87
```

Summary:
Spin multiplicity ... 2
ΔE to the lowest compared entry with this formula, charge and spin ... 102.33 kJ/mol
Charge ... 0
HOMO-LUMO gap (alpha / beta) ... 5.172 / 5.686 eV

From a Löwdin analysis of the wavefunction, the atomic charges in e read: 0.98, -0.66, 1.03, -0.28, -0.24, -0.24, -0.27, 1.05, -0.68, -0.39, -0.09, -0.07, -0.07, -0.09, -0.13, -0.36, -0.08, -0.07, -0.07, -0.07, -0.08, 0.09, 0.09, 0.09, 0.12, 0.13, 0.09, 0.09, 0.09, 0.11, 0.11, 0.11, 0.11, 0.06, 0.09, 0.10, 0.11, 0.11, 0.11, -0.26, -0.21, -0.05, -0.05, -0.05, -0.07, -0.61, 0.71, 0.14, 0.11, 0.11, 0.11, 0.58, -0.77, -0.06, -0.21, -0.19, 0.17, -0.21, -0.08, -0.65, 0.68, -0.20, 0.16, 0.12, 0.10, -0.21, 0.80, -0.21, -0.20, -0.44, 0.01, 0.01, 0.01, 0.01, -0.01, 0.01, 0.02, 0.00, -0.02, -0.07, 0.00